--- one ---
Entry from the Open Molecules 2025 dataset: a 2-piece molecular cluster, C2H5BrOS overall (wB97M-V/def2-TZVPD).

Geometry (Å):
C  -0.525  2.051  2.009
C  0.343  1.405  1.074
O  1.307  0.758  1.273
S  -0.191  1.571  -0.615
H  -1.560  1.630  2.194
H  -0.053  2.187  3.042
H  -0.834  3.147  1.797
H  -0.683  2.764  -0.573
Br  -4.813  -0.088  -0.281
H  -4.328  1.105  -0.710

As for the molar mass: 157.032 g/mol. As for the total charge: 0. The value obtained for the HOMO energy is -9.94 eV. As for the HOMO-LUMO gap: 0.381 Ha. The calculation puts the lowest unoccupied orbital energy at 0.4 eV.

These are the Mulliken partial charges, in e, on atoms 1 to 8:
1 C -0.99
2 C 0.71
3 O -0.45
4 S -0.23
5 H 0.27
6 H 0.27
7 H 0.30
8 H 0.11


--- two ---
Entry from the Open Molecules 2025 dataset: a 2-piece molecular cluster, C2H5BrOS overall (wB97M-V/def2-TZVPD).

Geometry (Å):
C  -1.083  0.168  -0.639
C  0.320  -0.323  -0.417
O  0.202  0.309  2.599
S  1.216  0.952  0.497
Br  2.863  -0.093  1.293
H  -1.417  0.519  0.291
H  -1.460  0.767  -1.415
H  -1.704  -0.679  -1.069
H  0.779  -0.336  -1.327
H  0.284  -1.283  0.187

As for the molar mass: 157.032 g/mol. As for the total charge: 0. The value obtained for the HOMO energy (alpha / beta) is -9.68 / -9.60 eV. As for the HOMO-LUMO gap (alpha / beta): 0.282 / 0.304 Ha. The calculation puts the lowest unoccupied orbital energy (alpha / beta) at -2.0 / -1.3 eV.

These are the Mulliken partial charges, in e, on atoms 1 to 8:
1 C -1.15
2 C -0.34
3 O -0.43
4 S 0.08
5 Br 0.01
6 H 0.36
7 H 0.38
8 H 0.29


It turns out one is the most stable, with the second structure 5.386 eV higher.


--- one ---
Entry from the Open Molecules 2025 dataset: one molecule with the formula C2H5BrOS (wB97M-V/def2-TZVPD).

Geometry (Å):
C  -0.741  0.012  1.210
C  0.831  0.297  -0.990
O  -1.029  -1.588  -1.014
S  -0.064  -1.003  -0.109
Br  2.176  -0.282  -2.324
H  -1.133  -0.567  2.087
H  -1.462  0.847  1.138
H  0.212  0.494  1.549
H  -0.073  0.905  -1.390
H  1.282  0.885  -0.157

As for the molar mass: 157.032 g/mol. As for the total charge: 0. The value obtained for the HOMO energy is -9.10 eV. As for the HOMO-LUMO gap: 0.349 Ha. The calculation puts the lowest unoccupied orbital energy at 0.4 eV.

These are the Mulliken partial charges, in e, on atoms 1 to 8:
1 C -0.91
2 C -0.57
3 O -0.56
4 S 0.49
5 Br -0.10
6 H 0.31
7 H 0.35
8 H 0.29


--- two ---
Entry from the Open Molecules 2025 dataset: a 2-piece molecular cluster, C2H5BrOS overall (wB97M-V/def2-TZVPD).

Geometry (Å):
O  2.007  1.827  -0.431
C  2.911  1.233  0.039
Br  2.837  -0.592  0.133
H  3.742  1.770  0.384
C  -2.406  -0.631  0.178
S  -0.862  -1.622  -0.344
H  -2.757  -0.056  -0.641
H  -2.057  -0.054  0.956
H  -3.347  -1.323  0.384
H  -0.069  -0.552  -0.657

As for the molar mass: 157.032 g/mol. As for the total charge: 0. The value obtained for the HOMO energy is -8.96 eV. As for the HOMO-LUMO gap: 0.352 Ha. The calculation puts the lowest unoccupied orbital energy at 0.6 eV.

These are the Mulliken partial charges, in e, on atoms 1 to 8:
1 O -0.34
2 C 0.02
3 Br -0.09
4 H 0.41
5 C -0.73
6 S -0.18
7 H 0.28
8 H 0.26


It turns out two is the most stable, with the second structure 0.586 eV higher.


--- one ---
Entry from the Open Molecules 2025 dataset: a 2-piece molecular cluster, CH6N2 overall (wB97M-V/def2-TZVPD).

Geometry (Å):
C  0.382  1.730  0.137
N  1.163  0.948  -0.412
H  0.225  1.528  1.202
H  -0.091  2.703  -0.081
H  1.543  1.342  -1.277
N  -0.935  -2.119  -0.060
H  -0.634  -1.189  -0.186
H  -1.461  -2.214  0.754
H  -0.192  -2.729  -0.077

As for the molar mass: 46.073 g/mol. As for the total charge: 0. The value obtained for the HOMO energy is -9.60 eV. As for the HOMO-LUMO gap: 0.394 Ha. The calculation puts the lowest unoccupied orbital energy at 1.1 eV.

These are the Mulliken partial charges, in e, on atoms 1 to 8:
1 C -0.24
2 N -0.46
3 H 0.23
4 H 0.25
5 H 0.23
6 N -0.65
7 H 0.24
8 H 0.20


--- two ---
Entry from the Open Molecules 2025 dataset: a 2-piece molecular cluster, CH6N2 overall (wB97M-V/def2-TZVPD).

Geometry (Å):
H  1.652  -1.270  -0.172
N  2.437  -0.654  0.057
N  2.722  0.476  0.015
H  2.358  1.426  -0.030
C  -1.854  0.002  0.024
H  -2.188  -1.012  -0.217
H  -1.435  0.027  1.038
H  -2.683  0.722  -0.075
H  -1.009  0.282  -0.639

As for the molar mass: 46.073 g/mol. As for the total charge: 0. The value obtained for the HOMO energy is -7.47 eV. As for the HOMO-LUMO gap: 0.311 Ha. The calculation puts the lowest unoccupied orbital energy at 1.0 eV.

These are the Mulliken partial charges, in e, on atoms 1 to 8:
1 H 0.19
2 N -0.22
3 N -0.16
4 H 0.19
5 C -0.90
6 H 0.23
7 H 0.22
8 H 0.26


--- three ---
Entry from the Open Molecules 2025 dataset: a 2-piece molecular cluster, CH6N2 overall (wB97M-V/def2-TZVPD).

Geometry (Å):
C  -1.969  -0.543  -1.051
N  -1.483  0.418  -0.373
H  -1.906  -1.526  -0.598
H  -2.449  -0.381  -2.018
H  -1.568  1.289  -0.890
N  2.357  0.153  1.537
H  2.769  1.016  1.174
H  2.847  -0.582  1.033
H  1.402  0.156  1.186

As for the molar mass: 46.073 g/mol. As for the total charge: 0. The value obtained for the HOMO energy is -10.00 eV. As for the HOMO-LUMO gap: 0.407 Ha. The calculation puts the lowest unoccupied orbital energy at 1.1 eV.

These are the Mulliken partial charges, in e, on atoms 1 to 8:
1 C -0.25
2 N -0.44
3 H 0.26
4 H 0.22
5 H 0.23
6 N -0.68
7 H 0.22
8 H 0.21


It turns out three is the most stable, with the second structure 0.408 eV higher.


--- one ---
Entry from the Open Molecules 2025 dataset: CH6N2 as an isolated structure (wB97M-V/def2-TZVPD).

Geometry (Å):
C  -0.888  -0.279  0.045
N  1.342  0.565  -0.164
N  0.285  0.250  0.703
H  -1.272  0.355  -0.769
H  -0.615  -1.252  -0.377
H  -1.674  -0.427  0.784
H  1.977  -0.226  -0.202
H  1.031  0.795  -1.110
H  -0.055  1.404  1.252

As for the molar mass: 46.073 g/mol. As for the total charge: 0. The value obtained for the HOMO energy is -9.11 eV. As for the HOMO-LUMO gap: 0.377 Ha. The calculation puts the lowest unoccupied orbital energy at 1.2 eV.

These are the Mulliken partial charges, in e, on atoms 1 to 8:
1 C -0.77
2 N -0.45
3 N -0.38
4 H 0.31
5 H 0.29
6 H 0.29
7 H 0.24
8 H 0.23


--- two ---
Entry from the Open Molecules 2025 dataset: a 2-piece molecular cluster, CH6N2 overall (wB97M-V/def2-TZVPD).

Geometry (Å):
C  -3.490  1.457  -1.324
N  -3.029  0.300  -1.093
H  -4.551  1.649  -1.460
H  -2.861  2.354  -1.252
H  -2.111  0.415  -0.664
N  5.257  -1.526  1.880
H  5.148  -0.521  1.889
H  4.370  -1.890  1.552
H  5.382  -1.817  2.840

As for the molar mass: 46.073 g/mol. As for the total charge: 0. The value obtained for the HOMO energy is -10.21 eV. As for the HOMO-LUMO gap: 0.420 Ha. The calculation puts the lowest unoccupied orbital energy at 1.2 eV.

These are the Mulliken partial charges, in e, on atoms 1 to 8:
1 C -0.22
2 N -0.47
3 H 0.24
4 H 0.19
5 H 0.25
6 N -0.65
7 H 0.22
8 H 0.22


It turns out two is the most stable, with the second structure 1.267 eV higher.